A structure of composition C29H29N4OPPbS3Se2. Source: the OMol25 dataset; level of theory: wB97M-V/def2-TZVPD.

Results
spin multiplicity	1
total energy	-216273.1261	eV
E_HOMO (alpha / beta)	-6.70 / -6.69	eV
ΔE to the lowest compared entry with this formula, charge and spin	6.517	eV
total charge	0
Kohn-Sham gap (alpha / beta)	5.07 / 5.07	eV

Each line ends with the Mulliken charge.
Positions of all 70 atoms, in Å:
Pb 0.0000 0.0000 0.0000  0.9848
C 3.3012 -1.2164 -1.9452  -1.3956
C 2.4013 -0.0103 -1.9798  0.4920
N 1.1279 -0.1793 -1.7839  -0.1785
N 0.2332 0.9053 -2.3222  -0.6842
C -0.5844 1.7883 -1.7523  0.5993
S -1.1722 2.2132 -0.0726  -0.2873
S -1.2912 2.9083 -3.0109  -0.1231
C 0.1506 4.0068 -3.1142  0.1262
C -0.1024 5.3825 -2.5362  0.3109
C -0.6098 6.4276 -3.3206  -0.3832
C -0.8430 7.6866 -2.7591  -0.5690
C -0.5778 7.9112 -1.4079  -0.3517
C -0.0832 6.8769 -0.6170  -0.8580
C 0.1525 5.6222 -1.1789  0.2018
C 3.0366 1.3143 -1.8928  0.7247
C 4.0717 1.7520 -2.7229  -0.5711
C 4.6697 2.9762 -2.4464  -0.7430
C 4.2354 3.7173 -1.3466  -0.6478
C 3.2024 3.2348 -0.5259  -0.4800
C 2.5627 2.0121 -0.7684  0.3694
O 1.5946 1.5245 -0.0818  -0.5108
H 2.9540 -1.9437 -2.6852  0.2862
H 3.2521 -1.6732 -0.9519  0.2359
H 4.3408 -0.9642 -2.1654  0.5287
H 0.4002 4.1148 -4.1764  0.5961
H 1.0408 3.5700 -2.6567  -0.6223
H -0.8391 6.2510 -4.3672  0.3779
H -1.2479 8.4841 -3.3727  0.3685
H -0.7749 8.8809 -0.9634  0.3675
H 0.1008 7.0204 0.4433  0.3945
H 0.5075 4.8024 -0.5483  0.1272
H 4.3890 1.1475 -3.5617  0.5167
H 5.4654 3.3525 -3.0776  0.3922
H 4.6821 4.6782 -1.1175  0.4061
H 2.8592 3.8275 0.3202  0.4328
Se -1.3992 -2.1187 0.7217  -0.1787
P -3.1135 -1.2883 1.3532  0.3358
Se -1.8958 0.3897 1.5604  -0.4853
C -3.9496 -2.8955 1.0849  0.1384
C -4.6574 -3.3989 2.2053  -0.5168
C -5.4271 -4.5744 2.0997  -0.6767
C -5.4928 -5.2536 0.8697  -0.4389
C -4.8044 -4.7513 -0.2433  -0.7022
C -4.0375 -3.5904 -0.1372  -0.0149
C -3.8162 -0.5984 -0.2248  0.6376
C -5.1234 -0.1088 -0.1212  -0.6456
C -5.7730 0.4267 -1.2349  -0.6814
C -5.1169 0.4784 -2.4749  -0.6533
C -3.8111 -0.0149 -2.5866  -0.9929
C -3.1652 -0.5502 -1.4767  -0.2180
H -4.6298 -2.8852 3.1514  0.3518
H -5.9548 -4.9528 2.9479  0.4145
H -6.0751 -6.1478 0.7830  0.3968
H -4.8581 -5.2694 -1.1847  0.3932
H -3.5336 -3.2243 -1.0044  0.4300
H -5.6421 -0.1409 0.8269  0.3770
H -6.7793 0.8028 -1.1500  0.4087
H -5.6110 0.8879 -3.3353  0.4124
H -3.3050 0.0176 -3.5387  0.5027
H -2.1719 -0.9254 -1.6227  0.9106
N 0.7356 -4.5871 -1.8053  -0.4865
C 1.2536 -3.8452 -0.8062  0.3614
N 2.2152 -4.4638 -0.0923  -0.4348
S 0.7519 -2.3062 -0.4835  -0.1785
H 1.2848 -5.3352 -2.2040  0.2121
H 0.0918 -4.1216 -2.4347  0.2183
H 2.2391 -5.4733 -0.0621  0.1865
H 2.5509 -3.9844 0.7352  0.2471
H 0.9168 -0.2140 1.5475  -0.0641